Record 1
Entry from the Open Molecules 2025 dataset: a molecular structure, C29H50BrClCsF4KLiN2O10P in a non-equilibrium geometry (ωB97M-V/def2-TZVPD).

Calculated values
E_HOMO = -7.011 eV
total charge = 0

Geometry as XYZ:
```
101
Properties=species:S:1:pos:R:3:forces:R:3:lowdin_charge:R:1
C 6.14362 -0.00696 1.97631 -0.44 -0.10 0.12 -0.054
C 6.06815 0.54256 0.53817 0.64 -0.58 -0.04 -0.534
C 7.19083 1.58768 0.29001 -0.66 -0.43 -0.48 -0.020
C 6.42659 -0.66042 -0.35490 -0.83 -0.81 -0.01 -0.090
C 4.68074 1.02997 0.06212 0.43 0.85 0.12 -0.104
C 3.86558 1.81492 1.08129 -1.04 0.36 0.11 -0.433
C 3.13976 0.84459 2.09074 0.27 -0.18 -0.80 -0.014
C 4.64038 2.87407 1.89913 0.13 0.35 0.11 -0.046
C 2.71543 2.58136 0.37699 0.40 -0.43 -0.83 -0.164
C 2.31805 2.54405 -0.97430 -0.39 0.52 0.28 0.022
C 1.20204 3.31339 -1.44283 0.28 -0.36 0.51 0.013
C 0.48620 4.07131 -0.52829 0.80 0.11 0.29 -0.288
O -0.64804 4.85705 -0.79263 -0.14 -0.71 -0.07 -0.031
C -1.70182 4.31340 -0.01332 -0.86 -0.26 -1.17 -0.162
C -2.18282 2.98538 -0.61799 -1.03 -0.42 0.84 -0.170
O -3.05845 3.18965 -1.76304 0.63 -1.40 0.36 -0.132
C -3.19666 2.01546 -2.58795 -1.27 0.61 -0.37 -0.196
C -4.62235 1.25974 -2.45408 1.07 0.51 0.96 -0.293
P -4.59165 -0.25103 -1.31927 -1.77 0.19 -0.58 1.154
C -6.00037 -0.04551 -0.02579 -0.27 -0.49 0.61 -0.317
C -5.46972 0.20573 1.52078 -0.31 -2.17 2.63 -0.457
N -5.21933 -1.03004 2.21765 -1.39 2.07 -2.04 -0.151
C -2.88404 -0.61796 -0.53907 1.73 -0.84 0.98 -0.459
O -2.48880 -0.13684 0.47468 -1.04 0.51 -0.50 0.153
N -2.01676 -1.55799 -1.27476 -1.59 5.01 2.76 -0.167
C -0.79879 -0.85811 -1.80119 0.84 2.64 -0.71 -0.660
O -0.49766 -0.80563 -2.97853 1.66 4.19 2.57 -0.246
F -0.01741 -0.21998 -1.01092 -0.98 -0.36 1.76 0.261
C 0.91428 4.08607 0.79535 -1.12 0.90 -0.12 -0.027
C 1.97822 3.38095 1.22780 0.09 -0.01 0.69 -0.053
H 7.18237 -0.18344 2.27702 -0.08 0.13 -0.15 0.091
H 5.66616 0.60640 2.73902 0.16 0.01 -0.05 0.065
H 5.63262 -0.97387 2.01693 -0.15 -0.06 0.16 0.070
H 6.97094 2.56170 0.72476 0.24 -0.11 0.15 0.070
H 7.28791 1.70521 -0.79616 0.11 0.14 0.16 0.074
H 8.12819 1.15922 0.65667 0.00 0.34 0.08 0.092
H 5.46328 -1.19649 -0.58241 0.54 0.47 -0.11 0.065
H 7.08584 -1.35659 0.21807 0.34 0.53 -0.45 0.068
H 6.85355 -0.36659 -1.31584 0.17 -0.15 -0.09 0.073
H 4.87848 1.67889 -0.80229 -0.05 -0.23 -0.01 0.130
H 4.03519 0.21892 -0.29835 0.29 -0.02 0.06 0.127
H 3.43488 1.04195 3.12183 -0.12 -0.16 -0.04 0.084
H 2.05586 0.93759 1.97777 0.14 0.00 0.30 0.079
H 3.38201 -0.18282 1.80964 -0.01 -0.04 0.36 0.074
H 5.60681 2.53687 2.26737 -0.14 -0.10 -0.10 0.064
H 4.80760 3.81110 1.35511 0.03 -0.25 -0.13 0.103
H 4.05475 3.13908 2.78471 0.18 -0.01 -0.09 0.072
H 2.84681 1.94640 -1.71221 0.08 0.06 0.16 0.113
H 0.92617 3.29051 -2.49323 0.05 0.01 0.10 0.119
H -2.59700 4.94790 -0.03585 0.43 0.43 -0.18 0.140
H -1.39671 4.21579 1.03000 -0.27 -0.37 -0.16 0.113
H -1.38218 2.26666 -0.82429 0.14 0.42 -0.28 0.119
H -2.79444 2.48030 0.16972 0.55 0.22 -0.09 0.066
H -3.17829 2.36148 -3.62570 -0.05 -0.14 0.10 0.118
H -2.37402 1.29860 -2.49294 0.02 0.21 0.19 0.100
H -5.41848 1.96481 -2.07696 0.78 -0.73 -0.53 0.082
H -4.90450 0.87929 -3.46962 0.26 -0.19 0.11 -0.075
H -4.93927 -1.37580 -2.09325 0.23 0.09 0.06 0.073
H -6.62239 0.86383 -0.38117 0.37 -2.33 -0.07 0.075
H -6.66975 -0.91398 -0.02983 0.32 -0.10 0.01 0.077
H -6.32047 0.73211 2.09651 0.98 -0.44 -1.10 0.148
H -4.54431 0.91171 1.60816 -1.01 -3.16 1.42 0.033
H -4.34250 -1.43243 1.89280 -0.07 -0.48 0.50 -0.093
H -5.03413 -0.79706 3.18834 -0.04 -0.64 0.12 0.001
H -2.52015 -1.96814 -2.11424 -2.54 3.92 5.86 -0.259
H 0.32998 4.68862 1.48518 0.37 0.05 0.09 0.121
H 2.23024 3.43728 2.27980 -0.05 -0.02 -0.13 0.119
C -10.40438 -2.85033 1.31467 0.06 0.06 0.03 -0.087
C -9.91370 -2.66982 -0.10800 0.04 -0.24 0.24 -0.306
O -8.50789 -2.39642 -0.13499 0.25 0.23 -0.16 -0.112
H -10.20109 -1.95617 1.90510 -0.05 0.03 -0.03 0.075
H -11.47626 -3.04889 1.33517 0.01 -0.02 0.01 0.078
H -9.88687 -3.68039 1.79990 -0.07 -0.06 -0.03 0.079
H -10.41568 -1.82852 -0.58339 0.13 0.03 -0.07 0.111
H -10.10976 -3.56751 -0.70050 -0.10 0.05 -0.04 0.112
H -8.05754 -3.14388 0.27460 -0.04 0.03 0.08 0.088
C 0.12049 -3.68013 0.63213 -0.39 0.15 -0.81 -0.076
C 1.06601 -3.04626 1.61614 -0.12 0.30 0.59 -0.282
O 1.94726 -3.96371 2.20674 0.63 -0.66 -0.68 -0.085
C 3.11429 -4.37528 1.39693 -0.21 0.13 0.48 -0.486
O 3.76902 -3.37156 0.86788 1.52 0.70 -0.66 -0.229
C 2.75062 -5.43798 0.31188 -0.61 -0.24 0.01 -0.537
F 1.81610 -6.31544 0.73558 -0.02 0.03 -0.02 0.121
F 3.83222 -6.18605 -0.00162 0.07 0.32 0.03 0.116
F 2.28573 -4.93989 -0.87031 0.43 -0.10 0.21 0.083
H -0.26256 -4.63527 0.98816 -0.06 0.07 0.08 0.094
H -0.72096 -3.00077 0.45365 -0.12 -0.08 0.21 0.046
H 0.61432 -3.84484 -0.32722 -0.08 -0.06 0.03 0.053
H 0.47259 -2.62813 2.43440 0.10 -0.12 0.09 0.125
H 1.59518 -2.20587 1.16598 0.27 0.03 -0.17 0.099
H 3.65404 -4.99917 2.13834 -0.02 0.14 0.04 0.149
Li 5.84628 -2.76443 0.21068 -1.52 -0.60 0.47 0.758
C 6.50799 1.23309 -3.52588 -0.14 -0.33 0.09 -0.833
O 5.39979 0.63507 -3.57625 0.08 0.03 0.25 -0.094
O 6.48971 2.48717 -4.15704 -0.24 -0.34 0.12 0.009
O 7.57337 0.88511 -3.00356 0.00 0.07 0.12 -0.048
H 5.56515 2.45438 -4.43974 0.09 0.47 -0.25 0.071
Cs -1.55822 -2.67463 -3.20234 1.35 -14.78 -13.30 1.836
Br -4.20166 0.03011 -5.60729 0.20 -0.27 0.97 -0.385
Cl -3.81783 -2.72232 3.49812 1.19 -1.06 0.66 -0.384
K -5.08201 1.96681 0.32484 1.30 9.54 -2.80 0.921
```
Forces are in eV/Å.

---

Record 2
Entry from the Open Molecules 2025 dataset: a molecular structure, C29H50ClF3NO2SeSiV in a non-equilibrium geometry (ωB97M-V/def2-TZVPD).

Calculated values
E_HOMO (spin up / spin down) = -3.611 / -3.613 eV
2S+1 = 2
total charge = -1
relative energy (zero: lowest compared OMol25 entry of this formula, charge and spin) = 0.856 eV

Geometry as XYZ:
```
89
Properties=species:S:1:pos:R:3:forces:R:3:lowdin_spin:R:1
V -0.52561 -0.44975 0.55460 -0.98 -0.37 -0.24 1.386
C -1.14728 -0.14226 4.24955 -0.09 -0.05 -0.06 -0.001
C -0.87002 1.30950 3.83369 0.08 0.01 -0.01 -0.022
C -1.68658 2.20466 4.77973 -0.02 0.11 -0.01 -0.007
C 0.61792 1.53691 4.14962 -0.04 0.02 -0.04 0.000
Si -1.31549 1.64227 1.95224 -0.03 0.01 0.07 -0.137
C -0.48646 3.31812 1.36868 0.02 0.02 -0.04 -0.021
C -1.04423 3.87831 0.04877 0.00 -0.18 -0.18 0.000
C 1.02058 3.10821 1.14129 0.03 0.00 0.08 -0.002
C -0.65026 4.45824 2.39002 -0.13 0.00 -0.01 -0.007
C -3.24621 1.71335 1.71225 -0.04 -0.03 -0.02 -0.022
C -3.54461 1.50573 0.21810 0.02 0.03 -0.07 -0.003
C -3.99521 0.59388 2.45155 0.04 -0.07 0.00 -0.001
C -3.89060 3.03356 2.16040 0.04 0.01 0.10 -0.006
H -0.95786 -0.23550 5.32408 -0.01 -0.01 0.05 0.000
H -0.48050 -0.83881 3.74517 0.06 -0.02 -0.06 0.000
H -2.17453 -0.45611 4.06696 0.03 -0.01 -0.02 0.000
H -1.35624 2.01844 5.80740 0.01 -0.01 0.05 -0.002
H -2.75378 1.98748 4.74439 -0.02 -0.04 -0.03 0.000
H -1.55411 3.26976 4.58516 -0.02 -0.04 -0.01 0.000
H 0.80749 1.19874 5.17325 0.00 -0.01 0.07 0.000
H 0.92000 2.57976 4.09952 -0.04 0.14 -0.04 0.000
H 1.27261 0.96544 3.49454 0.01 -0.05 -0.06 0.000
H -0.94216 3.18167 -0.78516 -0.07 0.25 0.32 0.000
H -0.46940 4.77263 -0.21039 0.03 0.05 -0.02 0.000
H -2.08911 4.17432 0.10421 -0.12 0.02 0.10 0.000
H 1.24338 2.36043 0.38312 -0.02 -0.05 -0.06 0.000
H 1.54453 2.81177 2.04847 -0.01 -0.02 0.00 0.000
H 1.46703 4.04775 0.79926 0.01 0.04 0.00 0.000
H -1.69871 4.69663 2.58672 0.04 -0.03 0.01 0.000
H -0.18414 5.35962 1.97900 0.03 0.05 -0.02 -0.002
H -0.16742 4.26048 3.34211 0.08 -0.10 0.08 0.000
H -3.23250 0.51307 -0.11985 0.02 -0.01 0.02 -0.001
H -3.06539 2.24694 -0.42463 -0.01 -0.04 0.04 0.000
H -4.62519 1.56921 0.04899 -0.05 0.01 0.00 0.000
H -3.67040 -0.40275 2.15631 0.00 0.07 0.03 0.000
H -5.05924 0.67136 2.20261 -0.06 0.00 -0.01 0.000
H -3.91877 0.67350 3.53614 0.02 0.04 0.00 0.000
H -3.54010 3.90303 1.61106 0.10 0.06 -0.11 0.000
H -3.73207 3.22780 3.22336 0.00 -0.01 -0.05 0.000
H -4.97215 2.96740 2.00202 -0.07 0.01 -0.02 -0.002
C 6.51732 -0.23509 -6.75947 0.06 -0.03 -0.09 0.000
C 5.65727 0.17611 -5.59774 -0.05 -0.03 0.10 0.000
C 5.03118 1.41168 -5.55819 0.07 -0.07 -0.08 0.000
C 4.23169 1.79917 -4.48912 -0.08 0.17 0.01 0.000
C 3.58156 3.15218 -4.52773 0.00 0.06 -0.02 0.000
C 4.03404 0.94029 -3.39821 -0.09 -0.09 0.02 0.000
Se 2.92077 1.43671 -1.92976 0.06 0.07 0.03 0.000
C 4.67422 -0.31456 -3.42733 -0.05 -0.07 0.10 0.000
C 4.50625 -1.30216 -2.30629 -0.02 0.00 0.02 0.000
C 5.46011 -0.67149 -4.51290 0.10 0.07 -0.11 0.000
H 6.57660 0.56051 -7.50352 0.00 0.01 0.00 0.000
H 6.12364 -1.12465 -7.25785 -0.01 -0.01 0.00 0.000
H 7.53663 -0.46986 -6.44370 0.01 0.00 0.02 0.000
H 5.16739 2.10070 -6.38668 0.00 0.02 -0.02 0.000
H 3.89475 3.70548 -5.41502 0.01 0.03 -0.01 0.000
H 3.82205 3.72840 -3.63296 0.02 0.00 0.02 0.000
H 2.49292 3.06334 -4.53926 -0.02 -0.02 -0.01 0.000
H 4.43631 -0.79054 -1.34687 0.05 -0.02 0.00 0.000
H 5.33361 -2.01396 -2.29202 0.01 -0.03 -0.01 0.000
H 3.57630 -1.86645 -2.42136 -0.03 0.03 0.01 0.000
H 5.94205 -1.64481 -4.50684 0.02 -0.04 -0.01 0.000
F -1.25791 -3.60164 4.03042 -0.14 0.08 -0.05 0.001
C -1.14503 -3.57434 2.68886 0.02 -0.18 0.18 0.001
F 0.12135 -3.25750 2.41336 0.03 0.14 -0.13 0.000
F -1.34230 -4.82774 2.25191 -0.13 0.07 -0.08 0.000
C -2.18868 -2.59117 2.07071 -0.30 -0.09 0.07 0.006
O -3.36255 -2.87719 2.15909 0.40 -0.07 -0.01 0.011
O -1.69177 -1.52474 1.56346 0.09 -0.14 0.41 0.002
Cl 1.46534 -0.56140 1.19767 0.90 -0.09 0.34 -0.038
C -0.17196 2.27963 -3.10306 -0.09 -0.14 0.03 0.003
C -0.28281 1.42938 -1.93368 0.28 -0.18 0.19 0.016
N -0.41402 0.81091 -0.97666 0.00 0.52 -0.85 -0.013
H 0.01090 1.65477 -3.97610 0.00 0.01 -0.01 0.001
H 0.70322 2.90950 -2.94695 0.02 0.06 0.00 0.000
H -1.09263 2.85449 -3.21316 -0.01 0.02 -0.05 0.001
C 0.26140 -1.44884 -3.16305 0.04 0.00 -0.06 0.000
C -0.28339 -2.33917 -2.05406 -0.07 -0.07 0.08 -0.015
C 0.86809 -3.05608 -1.35018 -0.07 -0.06 -0.08 -0.001
C -1.25414 -1.65472 -1.07567 0.00 0.10 0.03 -0.110
H 0.77922 -2.05130 -3.91341 -0.02 -0.04 -0.01 0.000
H -0.54755 -0.91555 -3.67078 -0.01 0.04 -0.01 0.000
H 0.99238 -0.72964 -2.79034 0.02 0.10 0.06 0.000
H -0.89025 -3.12021 -2.53847 0.03 0.04 -0.01 -0.007
H 1.59233 -2.34231 -0.96653 0.08 0.12 0.07 0.001
H 1.39555 -3.71446 -2.04460 -0.01 -0.01 -0.02 0.000
H 0.51352 -3.66156 -0.51628 -0.04 -0.06 0.09 0.000
H -1.83458 -2.43428 -0.57818 0.03 0.00 0.02 -0.002
H -1.97408 -1.03913 -1.63048 0.02 -0.03 0.02 -0.004
```
Forces are in eV/Å.

---

Record 3
Entry from the Open Molecules 2025 dataset: a molecular structure, C29H50InP2 in a non-equilibrium geometry (ωB97M-V/def2-TZVPD).

Calculated values
E_HOMO (spin up / spin down) = -8.834 / -8.744 eV
total charge = +1

Geometry as XYZ:
```
82
Properties=species:S:1:pos:R:3:forces:R:3:lowdin_charge:R:1
In 2.13800 1.11893 -1.62884 0.46 1.25 0.95 0.558
C -2.11684 -1.49040 2.84452 1.65 0.35 0.94 -0.218
C -1.81456 -2.53509 1.92087 0.43 0.65 0.55 -0.181
C 0.14316 -1.90044 2.95403 0.16 -2.39 -2.21 -0.190
C -0.91092 -1.15231 3.52392 -3.03 0.37 -0.70 -0.180
C -0.40731 -2.76207 1.97153 1.41 1.25 1.43 -0.213
C -3.44499 -0.90987 3.11911 -0.68 0.15 0.32 -0.051
H -4.04048 -0.78828 2.20558 0.08 0.01 0.26 0.051
H -3.33932 0.07894 3.58219 -0.15 -0.18 -0.15 0.078
H -4.02244 -1.53876 3.81322 -0.06 0.17 -0.14 0.091
C -0.77192 -0.23376 4.67325 -0.10 0.29 0.48 -0.023
H -1.75599 0.01181 5.09290 0.31 0.02 -0.06 0.079
H -0.26710 0.71017 4.40978 -0.10 -0.26 0.05 0.074
H -0.17712 -0.70746 5.47171 -0.14 0.19 -0.20 0.093
C 1.56334 -1.83419 3.36412 0.41 -0.11 0.04 -0.025
H 1.66349 -1.95045 4.45347 0.05 0.03 -0.22 0.093
H 2.02467 -0.87332 3.09556 -0.11 -0.19 0.01 0.060
H 2.14470 -2.62518 2.87693 -0.06 0.15 0.17 0.077
C 0.38370 -3.71224 1.15753 0.49 -0.37 -0.29 -0.060
H 0.82511 -4.51492 1.77071 -0.15 0.12 -0.22 0.087
H 1.23062 -3.19643 0.67074 -0.26 -0.23 0.02 0.074
H -0.22892 -4.18041 0.38086 0.14 0.01 0.05 0.068
C -2.76787 -3.25966 1.06301 -0.39 -0.22 -0.15 -0.017
H -2.54210 -4.33348 1.02809 -0.04 0.20 0.00 0.094
H -2.73424 -2.88655 0.02869 -0.06 -0.14 0.23 0.060
H -3.79241 -3.13358 1.42630 0.09 -0.05 -0.10 0.088
C -2.92142 1.93884 -0.19936 -0.59 0.31 0.08 -0.100
C -4.09693 1.40262 0.16563 0.33 0.61 0.00 -0.106
C -4.68774 0.12395 -0.36727 -0.37 -0.15 -0.13 -0.183
C -4.57038 -0.14764 -1.89875 -0.47 0.25 0.25 -0.177
C -3.49228 -1.10914 -2.28166 0.83 -0.51 0.01 -0.119
C -2.31860 -1.25310 -1.64173 -0.23 -0.21 -0.60 -0.153
C -1.71426 -0.24860 -0.70033 0.42 0.02 0.39 -0.176
C -1.91796 1.24556 -1.08616 0.12 -0.33 0.05 -0.194
H -5.76413 0.15098 -0.13864 0.33 0.02 -0.01 0.114
H -4.49423 0.79319 -2.46541 -0.12 -0.10 0.19 0.118
H -4.30219 -0.74364 0.18901 -0.07 0.13 -0.24 0.088
H -2.20568 1.31255 -2.14580 -0.06 0.01 0.23 0.083
H -2.64892 2.95457 0.11968 -0.19 -0.53 0.17 0.105
H -4.74405 1.92708 0.88859 0.50 -0.05 -0.47 0.111
H -0.94435 1.76390 -1.01622 -0.35 -0.07 0.14 0.074
H -2.05954 -0.41425 0.33337 0.12 0.13 -0.21 0.105
H -1.72950 -2.17527 -1.79084 -0.17 0.63 -0.39 0.106
H -0.62682 -0.44038 -0.64091 -0.31 -0.07 -0.08 0.087
H -5.53388 -0.60560 -2.18938 0.47 0.22 -0.08 0.116
H -3.71766 -1.76959 -3.12679 -0.03 -0.12 0.54 0.107
P 0.74933 1.45250 -3.71245 0.37 -0.53 -0.70 0.710
C 0.33139 3.11037 -4.31958 -0.11 0.31 0.17 -0.242
C -0.60701 0.41167 -4.38669 -0.33 -0.02 0.03 -0.231
P 3.14418 -0.16067 -3.50745 -1.00 -0.32 -0.66 0.724
C 2.18828 0.85473 -4.73143 0.15 0.02 0.36 -0.506
C 2.12242 -1.68178 -3.36607 0.13 -0.53 -0.06 -0.262
C 4.67217 -0.69775 -4.31892 0.57 0.10 0.07 -0.227
H 1.13773 3.81352 -4.07076 -0.26 -0.22 -0.06 0.056
H -0.59570 3.43424 -3.82226 0.27 -0.02 -0.18 0.060
H 0.17497 3.09067 -5.40889 0.01 -0.07 0.34 0.069
H -0.58414 0.45143 -5.48723 0.04 0.08 0.34 0.066
H -1.57834 0.78993 -4.04221 0.29 -0.15 -0.08 0.039
H -0.52244 -0.63358 -4.06593 0.00 0.32 0.01 0.040
H 4.59236 -0.57192 -5.40885 -0.04 -0.03 0.37 0.066
H 4.85412 -1.75663 -4.09327 0.02 0.35 -0.01 0.056
H 5.51125 -0.09464 -3.94734 -0.15 -0.22 -0.20 0.057
H 2.79206 1.70615 -5.07998 -0.16 -0.27 0.16 0.069
H 1.86832 0.24972 -5.59064 0.03 0.18 0.18 0.071
H 2.81720 -2.52804 -3.32442 -0.24 -0.04 0.00 0.051
H 1.44991 -1.81366 -4.21904 0.18 -0.06 0.05 0.049
H 1.53448 -1.68486 -2.43709 0.19 0.02 -0.39 0.024
C 3.41253 3.83144 2.58214 0.10 0.25 -0.10 -0.047
C 3.40807 2.31059 2.75446 0.07 0.02 0.59 -0.633
C 4.77593 1.80540 3.23574 0.15 -0.06 -0.08 -0.041
C 2.34787 1.92149 3.79077 -0.28 -0.24 0.21 -0.055
C 3.03177 1.73574 1.46913 -0.54 -0.35 -1.75 -0.139
C 2.64488 1.41918 0.35124 0.09 -0.04 0.63 -0.189
H 3.73347 4.32615 3.50280 -0.03 -0.11 -0.03 0.092
H 2.40542 4.17367 2.33866 0.06 0.07 -0.02 0.090
H 4.08849 4.13030 1.77598 -0.07 -0.01 0.09 0.091
H 4.99399 2.22592 4.22520 -0.06 -0.04 -0.21 0.093
H 4.77886 0.71371 3.32531 0.00 0.16 -0.04 0.087
H 5.57631 2.09969 2.54827 -0.13 -0.04 0.10 0.090
H 1.33253 2.12796 3.42329 0.29 0.00 0.09 0.088
H 2.41981 0.85057 4.02017 -0.08 0.32 0.01 0.064
H 2.50583 2.47972 4.72050 0.00 -0.06 -0.15 0.097
```
Forces are in eV/Å.

---

Q: The lowest total charge belongs to which entry?
A: C29H50ClF3NO2SeSiV